A structure of composition C18H43BrCl2EuP2. Source: OMol25; level of theory: ωB97M-V/def2-TZVPD.

total energy: -152362.840 eV
⟨S²⟩: 12.2471
LUMO energy (alpha / beta): 2.8 / 2.8 eV
Kohn-Sham gap (alpha / beta): 7.1 / 7.0 eV

The geometry in ORCA input format:
```
! RIJCOSX wB97M-V def2-TZVPD def2/J DEFGRID3
* xyz -1 7
Eu -0.1103 0.3763 0.6784
Cl -0.0746 0.6374 -2.0786
P -2.7999 -0.4422 -0.2448
C -3.1573 -1.3131 -1.8296
C -3.6218 -1.3632 1.1571
C -3.5048 1.2600 -0.4483
C -2.0385 -2.3104 -2.1810
H -3.1228 -0.4891 -2.5624
C -4.5511 -1.9474 -1.8775
H -4.5928 -2.8728 -1.2876
H -4.7644 -2.2060 -2.9262
H -5.3490 -1.2748 -1.5357
H -1.1411 -1.7639 -2.4973
H -2.3739 -2.9595 -2.9981
H -1.7574 -2.9418 -1.3248
H -2.9553 1.5913 -1.3497
C -3.1650 2.2176 0.7019
C -5.0094 1.3032 -0.7777
H -5.2196 0.9048 -1.7804
H -5.3401 2.3566 -0.7546
H -5.6120 0.7475 -0.0406
H -2.3200 1.8997 1.3352
H -4.0242 2.3828 1.3682
H -2.8612 3.1867 0.2799
C -2.8917 -2.7023 1.3404
H -4.6711 -1.5201 0.8466
C -3.5674 -0.5572 2.4619
H -2.9783 -3.3776 0.4783
H -3.2843 -3.2092 2.2332
H -1.8177 -2.5139 1.5361
H -2.5257 -0.2836 2.7153
H -3.9288 -1.1895 3.2860
H -4.1804 0.3515 2.4221
Cl 0.3313 -1.6590 2.4191
H -0.1066 -1.3567 -0.1060
P 2.7980 0.5887 -0.0447
C 3.1561 2.1262 -1.0582
C 3.8347 0.4933 1.5350
C 3.2827 -0.7950 -1.1690
C 2.0194 3.1496 -0.9372
H 3.1586 1.7545 -2.0976
C 4.5289 2.7350 -0.7603
H 4.5672 3.1692 0.2497
H 4.7002 3.5420 -1.4920
H 5.3433 2.0040 -0.8664
H 1.1260 2.7665 -1.4448
H 2.3161 4.0952 -1.4047
H 1.7554 3.3433 0.1155
H 2.6559 -0.5637 -2.0497
C 2.8842 -2.2004 -0.6818
C 4.7643 -0.7030 -1.5627
H 4.9663 0.1732 -2.1928
H 5.0398 -1.5989 -2.1396
H 5.4236 -0.6592 -0.6816
H 2.1279 -2.1909 0.1146
H 3.7546 -2.7683 -0.3273
H 2.4539 -2.7518 -1.5304
C 3.2984 1.4907 2.5618
H 4.8772 0.7340 1.2566
C 3.7490 -0.9107 2.1332
H 3.4388 2.5335 2.2592
H 3.7728 1.3279 3.5396
H 2.2111 1.3389 2.7193
H 2.6863 -1.1804 2.2828
H 4.2120 -0.9043 3.1296
H 4.2239 -1.6825 1.5157
Br -0.0391 2.5814 2.3694
*
```